Formula: C4H7NO2
Source: the Open Molecules 2025 dataset
Level of theory: ωB97M-V/def2-TZVPD

Structure (XYZ):
```
14
Properties=species:S:1:pos:R:3:forces:R:3:lowdin_charge:R:1
O 0.108992 -1.322820 0.720391 -0.14 0.20 -0.95 -0.112
O -1.244725 -0.441758 -1.277620 0.04 0.00 0.49 -0.025
N -0.292907 1.569005 -0.336762 -0.18 -0.19 -0.30 0.078
C -1.021774 0.954317 -1.135482 0.18 0.16 0.25 -0.184
C -0.265343 -1.286073 -0.943529 0.03 -0.18 1.00 -0.054
C 1.217947 -0.246824 0.707448 0.36 0.43 0.18 -0.207
C 0.534991 1.085329 0.777027 0.02 0.13 0.04 -0.293
H -0.549353 -2.314026 -1.168763 -0.03 0.15 0.25 0.135
H -0.520661 -1.189165 1.475391 -0.06 -0.08 -1.20 0.153
H -1.695635 1.457410 -1.831516 0.21 -0.12 0.11 0.127
H 0.756649 -0.939523 -1.161080 -0.24 -0.25 0.08 0.111
H 1.352219 1.810535 0.885299 -0.19 -0.06 0.05 0.108
H 1.757882 -0.407305 1.645558 -0.08 -0.04 0.02 0.049
H -0.138283 1.270899 1.643637 0.07 -0.13 -0.03 0.113
```
Forces are in eV/Å.

- Gap between HOMO and LUMO: 7.50 eV
- Energy: -9841.07071 eV
- Energy above the lowest of the compared OMol25 structures with the same formula, charge and spin: 6.209 eV
- 2S+1: 1
- Lowest unoccupied orbital energy: 0.6 eV